No. 1
20
Properties=species:S:1:pos:R:3 method="wB97M-V/def2-TZVPD" e_above_lowest_kj_mol=617.6 lumo_ev=-9.9 multiplicity=1 charge=+1 homo_ha=-0.438 energy_ha=-646.67415
Mg -2.542 -3.434 2.864
F -1.383 -1.296 1.415
C -1.661 3.628 -1.299
O -2.380 2.903 -0.327
H -2.122 4.610 -1.405
H -0.653 3.864 -0.957
H -1.632 3.148 -2.277
H -1.989 2.043 -0.152
C 2.686 -1.187 3.348
O 1.810 -0.091 3.609
H 2.797 -1.385 2.281
H 3.630 -0.903 3.813
H 2.585 -2.167 3.815
H 1.056 -0.296 3.050
C -0.104 -1.647 -3.303
O 0.632 -1.200 -2.210
H 0.300 -1.072 -4.136
H 0.014 -2.703 -3.547
H -1.182 -1.532 -3.190
H 0.137 -1.284 -1.392

***

No. 2
23
Properties=species:S:1:pos:R:3 method="wB97M-V/def2-TZVPD" lumo_ev=-9.1 multiplicity=1 charge=+1 homo_ha=-0.407 energy_ha=-2325.72765
C -2.218 -0.493 -0.520
C -0.812 -1.152 0.101
C 0.048 -1.699 -1.182
N 1.541 -1.825 -0.947
P 2.307 -0.270 -0.524
P 3.288 1.561 0.207
O 3.074 1.576 1.938
I 2.177 3.590 -0.629
H -2.724 -1.360 -1.138
H -2.850 -0.146 0.404
H -1.909 0.423 -1.219
H -0.308 -0.284 0.706
H -1.093 -2.006 0.884
H -0.237 -1.086 -2.149
H -0.341 -2.808 -1.392
H 1.934 -2.057 -1.908
H 1.246 0.490 -1.172
H 2.105 -0.623 0.884
H 3.529 -0.623 -1.257
H 3.669 2.312 2.287
O -4.555 1.518 0.626
V -4.142 2.160 2.208
O -3.729 2.803 3.790

***

No. 3
19
Properties=species:S:1:pos:R:3 method="wB97M-V/def2-TZVPD" e_above_lowest_kj_mol=879.7 lumo_ev=-3.3 multiplicity=1 charge=+1 homo_ha=-0.536 energy_ha=-946.60828
K 10.209 -7.395 10.797
C 9.961 -10.052 10.762
O 9.749 -8.932 9.946
H 10.025 -9.683 11.785
H 9.156 -10.785 10.724
H 10.850 -10.604 10.456
H 9.480 -9.325 9.113
C 10.877 -8.896 13.142
O 9.934 -8.122 12.460
H 10.345 -9.651 13.720
H 11.497 -9.350 12.370
H 11.492 -8.277 13.795
H 9.577 -7.498 13.096
C 12.695 -8.249 10.996
O 12.199 -6.934 11.091
H 12.877 -8.654 10.000
H 13.655 -8.410 11.486
H 12.022 -8.910 11.541
H 12.339 -6.575 11.971

***

No. 4
17
Properties=species:S:1:pos:R:3 method="wB97M-V/def2-TZVPD" smiles=CNC.CN e_above_lowest_kj_mol=196.4 lumo_ev=1.0 multiplicity=1 homo_ha=-0.325 energy_ha=-230.91653
C -2.201 1.222 0.560
N -1.932 -0.304 0.520
H -1.295 1.882 0.522
H -2.714 1.424 1.429
H -2.791 1.492 -0.181
H -0.949 -0.440 0.055
H -1.753 -0.718 1.426
C 1.138 -0.190 -1.659
N 0.927 -1.061 -0.400
C 1.576 -0.506 0.859
H 0.555 0.836 -1.570
H 2.151 -0.058 -1.974
H 0.655 -0.631 -2.491
H 1.369 -2.030 -0.574
H 2.476 -0.995 1.154
H 0.876 -0.601 1.580
H 1.914 0.677 0.743

***

No. 5
18
Properties=species:S:1:pos:R:3 method="wB97M-V/def2-TZVPD" e_above_lowest_kj_mol=84.1 lumo_ev="4.0 / 3.9" multiplicity=2 charge=-1 homo_ha="0.042 / -0.194" energy_ha=-306.16473
C 0.671 -0.989 0.055
C 0.474 -0.444 -1.345
C -0.592 0.641 -1.454
N -0.589 1.857 -0.666
N 1.368 -2.277 -0.128
H 1.248 -0.335 0.725
H -0.317 -1.326 0.511
H 1.430 0.076 -1.644
H 0.447 -1.176 -2.155
H -1.608 0.111 -1.119
H -0.662 0.978 -2.526
H -0.188 2.572 -1.257
H -0.152 1.931 0.242
H 1.884 -2.487 0.719
H 2.072 -2.300 -0.856
H -0.734 1.653 2.823
H -1.990 0.835 2.368
O -1.291 0.883 3.032

***

No. 6
18
Properties=species:S:1:pos:R:3 method="wB97M-V/def2-TZVPD" smiles=C[C@H](N)CN.O e_above_lowest_kj_mol=208.2 lumo_ev=0.6 multiplicity=1 homo_ha=-0.310 energy_ha=-306.16463
N -0.609 0.785 -0.651
C 0.686 0.684 0.019
C 1.332 1.848 0.544
C 0.564 -0.655 0.988
N 1.892 -0.828 1.866
H -0.494 0.055 -1.362
H -1.487 0.672 -0.161
H 1.408 0.497 -0.824
H 2.363 1.817 0.946
H 1.459 2.677 -0.307
H 0.765 2.428 1.281
H 0.281 -1.590 0.446
H -0.358 -0.628 1.651
H 1.811 -0.479 2.875
H 2.794 -0.757 1.521
H -3.668 -2.839 -3.227
H -4.562 -1.676 -2.379
O -4.178 -2.011 -3.224

***

No. 7
18
Properties=species:S:1:pos:R:3 method="wB97M-V/def2-TZVPD" smiles=CNCCN.O e_above_lowest_kj_mol=36.6 lumo_ev=1.0 multiplicity=1 homo_ha=-0.333 energy_ha=-306.23000
N 1.737 -1.276 -0.418
C 1.695 0.179 -0.567
C 0.272 0.730 -0.538
N -0.354 0.565 0.785
C -1.717 1.119 0.796
H 2.295 -1.636 0.334
H 1.895 -1.799 -1.263
H 2.269 0.606 0.249
H 2.109 0.445 -1.549
H 0.295 1.798 -0.828
H -0.338 0.185 -1.254
H 0.190 1.147 1.414
H -1.735 2.217 0.775
H -2.275 0.759 -0.067
H -2.234 0.807 1.705
H -1.290 -1.355 0.644
H -1.097 -2.608 -0.169
O -1.719 -1.883 -0.048